Entry 1:
54
Properties=species:S:1:pos:R:3:nbo_charge:R:1 method="wB97M-V/def2-TZVPD" e_lumo_ev=-4.38 e_homo_ev=-12.3 homo_lumo_gap_ev=7.887 charge=+1
C -0.949 -1.640 3.203 -0.377
C -0.806 -2.295 1.933 -0.362
C 0.598 -2.503 1.700 -0.348
H -1.627 -2.566 1.265 0.284
C 1.313 -1.984 2.830 -0.348
C 0.360 -1.466 3.766 -0.341
H 0.588 -0.973 4.713 0.288
H -1.877 -1.270 3.634 0.287
H 1.055 -2.978 0.824 0.284
H 2.395 -1.925 2.932 0.284
Zr 0.188 -0.190 1.841 1.846
Cl 2.153 1.039 1.912 -0.330
P 0.214 -0.005 -0.613 0.839
C 1.442 -1.057 -1.378 -0.299
C 1.140 -1.765 -2.544 -0.213
H 0.135 -1.740 -2.950 0.231
C 2.128 -2.503 -3.187 -0.200
H 1.880 -3.052 -4.092 0.233
C 3.425 -2.536 -2.682 -0.174
H 4.194 -3.114 -3.189 0.235
C 3.734 -1.821 -1.527 -0.187
H 4.745 -1.832 -1.131 0.233
C 2.753 -1.087 -0.874 -0.227
H 2.994 -0.521 0.023 0.237
C -1.393 -0.482 -1.246 -0.412
C -1.850 -1.806 -1.158 -0.199
H -1.213 -2.578 -0.734 0.214
C -3.115 -2.139 -1.625 -0.205
H -3.455 -3.170 -1.564 0.232
C -3.940 -1.159 -2.175 -0.166
H -4.930 -1.420 -2.539 0.235
C -3.491 0.158 -2.252 -0.210
H -4.129 0.928 -2.673 0.235
C -2.227 0.498 -1.791 -0.113
H -1.880 1.525 -1.847 0.226
C 0.536 1.644 -1.203 -0.309
C 1.047 1.766 -2.493 -0.197
H 1.293 0.878 -3.066 0.225
C 1.250 3.024 -3.049 -0.201
H 1.650 3.103 -4.056 0.232
C 0.952 4.170 -2.318 -0.167
H 1.114 5.153 -2.754 0.234
C 0.447 4.052 -1.024 -0.188
H 0.217 4.943 -0.445 0.236
C 0.237 2.800 -0.462 -0.194
H -0.152 2.713 0.550 0.221
F -1.618 2.613 5.873 -0.269
C -1.147 1.593 5.162 0.821
F 0.100 1.279 5.569 -0.302
F -1.958 0.522 5.302 -0.313
S -1.107 2.196 3.228 2.208
O -2.179 3.115 3.210 -0.884
O 0.166 2.819 3.046 -0.873
O -1.399 1.045 2.121 -0.992

---

Entry 2:
49
Properties=species:S:1:pos:R:3:nbo_charge:R:1 method="wB97M-V/def2-TZVPD" e_lumo_ev=-0.82 e_homo_ev=-6.7 homo_lumo_gap_ev=5.844
C -1.144 -1.540 1.245 -0.446
C -1.019 -1.985 -0.094 -0.460
C 0.399 -2.139 -0.392 -0.420
H -1.856 -2.113 -0.766 0.239
C 1.157 -1.752 0.710 -0.438
C 0.210 -1.414 1.832 -0.133
H 0.665 -1.120 2.804 0.206
H -2.022 -1.069 1.753 0.246
H 0.825 -2.490 -1.319 0.249
H 2.268 -1.691 0.887 0.260
Lu -0.080 0.203 -0.155 1.838
Cl 1.993 1.345 -0.471 -0.591
P 0.114 0.347 -3.790 0.812
C 1.213 -0.708 -4.822 -0.244
C 0.789 -1.427 -5.951 -0.244
H -0.253 -1.378 -6.272 0.227
C 1.698 -2.208 -6.674 -0.199
H 1.354 -2.763 -7.548 0.218
C 3.038 -2.276 -6.284 -0.205
H 3.745 -2.884 -6.851 0.220
C 3.467 -1.563 -5.157 -0.208
H 4.511 -1.613 -4.846 0.222
C 2.564 -0.794 -4.425 -0.231
H 2.898 -0.249 -3.540 0.233
C -1.529 -0.082 -4.488 -0.356
C -2.167 -1.215 -3.945 -0.223
H -1.675 -1.782 -3.151 0.218
C -3.414 -1.617 -4.419 -0.197
H -3.894 -2.502 -4.000 0.219
C -4.055 -0.886 -5.429 -0.207
H -5.035 -1.198 -5.794 0.221
C -3.434 0.247 -5.960 -0.223
H -3.927 0.825 -6.743 0.219
C -2.176 0.649 -5.495 -0.154
H -1.700 1.532 -5.924 0.220
C 0.400 1.992 -4.559 -0.242
C 1.108 2.197 -5.754 -0.237
H 1.528 1.348 -6.295 0.228
C 1.274 3.491 -6.262 -0.207
H 1.828 3.637 -7.191 0.220
C 0.736 4.590 -5.588 -0.204
H 0.867 5.597 -5.986 0.220
C 0.032 4.391 -4.393 -0.196
H -0.390 5.245 -3.862 0.219
C -0.128 3.106 -3.878 -0.229
H -0.666 2.957 -2.939 0.206
O -0.043 0.074 4.582 -0.514
C -0.023 0.162 3.426 0.774
N -0.052 0.524 2.183 -0.924

---

Entry 3:
48
Properties=species:S:1:pos:R:3:mulliken_spin:R:1 method="wB97M-V/def2-TZVPD" e_lumo_ev="0.55 / -1.88" spin_multiplicity=6 e_homo_ev="-6.6 / -8.2" homo_lumo_gap_ev="7.106 / 6.303" s_squared=8.776
C -1.149 -1.556 4.697 0.073
C -1.020 -1.921 3.318 0.032
C 0.395 -2.107 3.029 0.170
H -1.876 -2.113 2.681 0.006
C 1.163 -1.760 4.186 0.019
C 0.187 -1.469 5.321 0.524
H 0.533 -0.948 6.489 0.000
H -2.036 -1.090 5.228 0.031
H 0.824 -2.497 2.112 0.027
H 2.317 -1.718 4.348 0.000
Ru 0.083 0.191 3.532 3.184
Cl 1.807 1.281 3.014 0.340
P 0.117 0.346 -0.307 0.014
C 1.213 -0.706 -1.354 -0.004
C 0.781 -1.427 -2.481 0.001
H -0.266 -1.379 -2.805 0.001
C 1.695 -2.209 -3.207 0.000
H 1.350 -2.768 -4.084 0.000
C 3.040 -2.279 -2.814 0.000
H 3.752 -2.889 -3.384 0.000
C 3.472 -1.563 -1.681 0.001
H 4.521 -1.612 -1.372 0.000
C 2.566 -0.791 -0.946 0.000
H 2.900 -0.242 -0.055 0.003
C -1.526 -0.084 -1.018 -0.020
C -2.165 -1.219 -0.465 -0.005
H -1.667 -1.789 0.333 0.002
C -3.416 -1.621 -0.943 0.001
H -3.897 -2.511 -0.524 0.000
C -4.058 -0.886 -1.958 0.000
H -5.043 -1.201 -2.325 0.000
C -3.434 0.250 -2.492 0.000
H -3.930 0.831 -3.279 0.000
C -2.172 0.655 -2.026 0.000
H -1.696 1.543 -2.458 0.000
C 0.398 1.991 -1.091 -0.002
C 1.111 2.190 -2.286 0.000
H 1.535 1.339 -2.831 0.000
C 1.277 3.490 -2.795 0.000
H 1.833 3.637 -3.728 0.000
C 0.737 4.593 -2.118 0.001
H 0.867 5.606 -2.519 0.000
C 0.030 4.395 -0.917 0.001
H -0.395 5.252 -0.385 0.000
C -0.131 3.106 -0.399 -0.005
H -0.671 2.953 0.544 0.005
N 0.038 0.284 6.710 0.525
C 0.006 0.422 5.506 0.078

---

Entry 4:
57
Properties=species:S:1:pos:R:3:mulliken_spin:R:1 method="wB97M-V/def2-TZVPD" e_lumo_ev="-0.39 / -0.42" spin_multiplicity=2 e_homo_ev="-7.2 / -7.4" homo_lumo_gap_ev="6.861 / 6.964" s_squared=0.986 e_above_lowest_kcal_mol=10.6
Co -0.078 -0.239 -0.565 0.930
O -2.690 -2.296 1.585 -0.004
S -2.217 -1.232 0.749 0.008
O -2.070 -1.447 -0.700 -0.008
N -0.758 -0.721 1.158 -0.040
C 0.120 -1.460 1.962 0.017
C -0.122 -2.002 3.196 -0.001
C 0.921 -2.647 3.900 -0.001
C 2.189 -2.734 3.404 0.002
C 2.473 -2.192 2.130 0.002
C 3.745 -2.200 1.514 0.000
C 3.911 -1.648 0.278 -0.001
C 2.801 -1.103 -0.388 0.007
N 1.603 -1.092 0.145 0.019
C 1.426 -1.595 1.410 -0.002
C -3.268 0.160 0.936 -0.009
C -3.447 1.040 -0.127 0.030
C -4.275 2.137 0.051 0.006
C -4.899 2.350 1.272 0.000
C -4.713 1.461 2.323 0.001
C -3.900 0.352 2.157 -0.001
H -1.108 -1.929 3.634 0.000
H 0.701 -3.064 4.875 0.000
H 2.980 -3.207 3.972 0.000
H 4.585 -2.641 2.037 0.000
H 4.878 -1.630 -0.205 0.000
H 2.892 -0.680 -1.382 0.002
H -2.967 0.854 -1.077 -0.018
H -4.429 2.830 -0.768 0.000
H -5.525 3.222 1.413 0.000
H -5.195 1.638 3.275 0.000
H -3.752 -0.356 2.961 0.000
C 0.378 5.255 -2.009 0.002
S -1.179 4.336 -2.046 0.000
C -1.321 3.897 -0.357 0.023
C -0.619 2.932 0.263 0.004
S 0.681 1.978 -0.403 0.017
S -0.987 2.746 1.961 0.000
C -2.176 3.991 2.113 0.000
S -2.939 4.368 3.518 0.000
S -2.438 4.814 0.625 0.003
H 0.614 5.511 -3.040 0.000
H 1.167 4.625 -1.600 0.000
H 0.271 6.167 -1.426 0.000
N 0.530 -2.753 -2.326 0.003
C 0.212 -1.684 -3.126 -0.002
C -0.026 -1.879 -4.493 0.003
C -0.316 -0.797 -5.286 -0.002
C -0.353 0.478 -4.719 0.007
C -0.100 0.592 -3.378 0.006
N 0.178 -0.463 -2.579 -0.002
H 0.208 -3.653 -2.636 0.000
H 0.462 -2.613 -1.331 0.010
H 0.017 -2.881 -4.898 0.000
H -0.515 -0.938 -6.341 0.000
H -0.576 1.359 -5.302 0.000
H -0.110 1.555 -2.877 -0.010

---

Entry 5:
58
Properties=species:S:1:pos:R:3:mulliken_spin:R:1 method="wB97M-V/def2-TZVPD" e_lumo_ev="3.52 / 3.52" spin_multiplicity=4 e_homo_ev="-0.4 / -2.2" homo_lumo_gap_ev="3.964 / 5.694" charge=-2 s_squared=3.776 e_above_lowest_kcal_mol=5.2
V -0.015 0.109 0.182 2.888
I -2.505 -2.701 3.539 0.002
C -2.146 -0.668 3.706 0.047
C -2.495 0.020 4.874 -0.011
C -2.296 1.376 4.999 0.043
I -2.880 2.297 6.781 0.001
C -1.715 2.135 3.945 -0.013
C -1.484 3.527 3.929 0.027
C -0.904 4.107 2.838 -0.007
C -0.525 3.311 1.741 0.041
N -0.726 2.023 1.719 0.061
C -1.322 1.432 2.781 0.032
C -1.557 0.001 2.615 -0.041
O -1.244 -0.523 1.520 -0.100
H -2.932 -0.531 5.696 -0.001
H -1.777 4.127 4.782 0.003
H -0.723 5.174 2.813 0.000
H -0.040 3.732 0.867 0.010
F 0.172 2.454 -5.244 0.000
C 0.534 3.090 -4.101 -0.007
F 1.381 4.080 -4.510 0.000
F -0.551 3.702 -3.640 0.001
C 1.215 2.167 -3.129 -0.023
C 2.548 1.889 -3.374 0.055
C 3.248 1.025 -2.552 -0.029
C 2.568 0.479 -1.477 0.088
N 1.297 0.731 -1.224 -0.088
C 0.551 1.543 -2.046 0.058
S -1.115 1.599 -1.587 0.000
H 3.041 2.356 -4.218 0.008
H 4.287 0.781 -2.729 -0.001
H 3.048 -0.198 -0.780 -0.001
O 1.530 -2.412 2.332 0.011
C 1.965 -1.281 2.361 0.033
C 3.062 -0.866 3.340 -0.003
C 3.240 0.618 3.088 -0.002
C 2.317 0.897 1.906 -0.007
O 2.263 1.999 1.381 0.002
N 1.592 -0.221 1.546 -0.027
H 3.954 -1.454 3.115 0.001
H 2.746 -1.124 4.351 0.001
H 4.255 0.918 2.826 0.000
H 2.915 1.244 3.921 0.001
C -2.081 -2.346 -4.493 0.009
Si -1.497 -3.358 -3.042 0.008
C -2.986 -4.243 -2.340 0.007
C -0.357 -4.677 -3.718 0.009
C -0.718 -2.350 -1.831 0.331
C -0.313 -1.529 -0.994 -0.418
H -2.520 -2.974 -5.279 0.000
H -1.246 -1.779 -4.917 -0.001
H -2.828 -1.618 -4.161 0.001
H -3.394 -4.983 -3.040 0.000
H -3.771 -3.518 -2.099 0.000
H -2.712 -4.750 -1.409 0.000
H -0.882 -5.329 -4.428 0.000
H 0.035 -5.293 -2.903 0.000
H 0.495 -4.219 -4.231 0.000

---

One value per record, in order, for max |F|: 0.084 0.184 0.083 0.013 0.040 Eh/bohr.